C25H42AsIN6Si2Ti | ωB97M-V with the def2-TZVPD basis set

The geometry in ORCA input format:
```
! wB97M-V def2-TZVPD RIJCOSX def2/J DEFGRID3
* xyz 0 3
Ti 0.030 0.456 -0.003
I -1.977 -0.521 1.906
C -1.443 -2.491 1.394
C -2.244 -3.508 1.828
C -1.867 -4.836 1.555
C -0.705 -5.089 0.883
C 0.131 -4.036 0.441
C 1.353 -4.302 -0.219
C 2.161 -3.271 -0.606
C 1.767 -1.937 -0.379
C 0.575 -1.593 0.225
C -0.240 -2.678 0.675
H -3.152 -3.303 2.381
H -2.499 -5.645 1.895
H -0.398 -6.109 0.685
H 1.639 -5.333 -0.392
H 3.107 -3.473 -1.093
H 2.437 -1.150 -0.713
C 3.356 3.060 -1.466
N 3.004 2.045 -2.452
C 3.844 1.955 -3.627
C 1.914 1.303 -2.323
N 1.000 1.186 -1.516
H 3.258 4.062 -1.895
H 4.387 2.922 -1.134
H 2.704 2.958 -0.602
H 3.832 2.894 -4.188
H 3.482 1.156 -4.268
H 4.877 1.743 -3.340
C -0.831 -1.210 -2.600
N -1.549 -1.619 -3.799
C -2.814 -2.233 -3.399
N -3.646 -1.305 -2.629
C -2.905 -0.894 -1.445
N -1.616 -0.238 -1.780
C -1.933 0.925 -2.653
N -2.655 0.537 -3.854
C -1.840 -0.428 -4.597
C -3.898 -0.123 -3.454
H 0.112 -0.742 -2.875
H -0.624 -2.088 -1.986
H -2.606 -3.113 -2.788
H -3.360 -2.543 -4.292
H -2.699 -1.775 -0.833
H -3.513 -0.195 -0.869
H -0.992 1.408 -2.924
H -2.547 1.628 -2.086
H -0.899 0.047 -4.881
H -2.375 -0.725 -5.500
H -4.446 -0.425 -4.349
H -4.511 0.582 -2.889
C 1.410 -1.483 3.591
Si 1.799 0.353 3.767
C 3.621 0.477 4.242
C 0.792 1.022 5.218
As 1.631 1.536 1.751
Si -0.110 3.053 1.914
C 0.485 4.838 2.029
C -1.063 3.015 0.249
C -1.419 2.814 3.266
H 1.705 -2.005 4.506
H 1.957 -1.923 2.756
H 0.347 -1.671 3.429
H 3.839 -0.117 5.133
H 3.899 1.513 4.443
H 4.254 0.117 3.428
H 1.196 0.614 6.149
H -0.258 0.728 5.161
H 0.839 2.110 5.283
H 1.210 5.048 1.240
H 0.983 5.003 2.987
H -0.336 5.555 1.944
H -0.477 3.473 -0.549
H -1.976 3.601 0.385
H -1.435 2.054 -0.149
H -1.439 1.802 3.665
H -2.417 3.054 2.885
H -1.224 3.485 4.106
*
```

- LUMO level (spin up / spin down) (eV) = 0.2556 / 0.0470
- frontier orbital gap (spin up / spin down) (eV) = 6.625 / 7.079
- electronic energy (eV) = -143357.420
- <S²> = 2.02

Mulliken atomic charge list, values in e, 5 entries: -1.344, 0.283, 0.247, -0.667, -0.783


C25H42BBrCaCl3CsF7MgNO12 | ωB97M-V with the def2-TZVPD basis set

The geometry in ORCA input format:
```
! wB97M-V def2-TZVPD RIJCOSX def2/J DEFGRID3
* xyz 2 1
C 1.860 4.874 -1.176
C 0.666 4.104 -0.337
C 1.048 2.645 0.281
C -0.675 4.670 -0.186
C -1.813 3.918 -1.080
C -3.165 4.765 -1.259
C -3.857 4.274 -2.652
C -5.100 5.193 -3.107
C -4.295 2.700 -2.566
C -3.222 1.844 -3.415
B -3.278 0.220 -3.096
C -3.097 -0.035 -1.494
O -2.091 0.229 -0.782
N -4.297 -0.611 -0.753
C -4.304 -0.167 0.649
O -4.135 -0.928 1.637
F -4.519 1.218 0.982
C -2.302 -0.668 -4.052
O -2.844 -1.266 -5.037
C -0.687 -0.842 -3.841
F -0.218 -1.712 -4.928
F -0.514 -1.499 -2.592
C 0.125 0.538 -3.997
F -0.580 1.295 -5.007
F 0.162 1.246 -2.741
C 1.631 0.379 -4.542
F 1.623 0.223 -5.962
F 2.296 1.656 -4.306
C 2.519 -0.719 -3.782
O 2.390 -1.077 -2.593
O 3.595 -1.305 -4.547
H 1.478 5.924 -1.468
H 2.136 4.224 -2.115
H 2.808 4.878 -0.492
H 0.273 1.877 -0.092
H 1.164 2.625 1.416
H 2.070 2.298 -0.185
H -0.905 5.560 0.500
H -1.328 3.761 -2.104
H -1.980 2.872 -0.612
H -3.012 5.904 -1.282
H -3.871 4.460 -0.402
H -3.059 4.375 -3.488
H -5.565 5.806 -2.246
H -4.813 5.966 -3.932
H -5.914 4.509 -3.563
H -4.321 2.437 -1.449
H -5.331 2.509 -3.017
H -2.159 2.236 -3.262
H -3.447 1.932 -4.550
H -4.415 -0.109 -3.368
H -4.284 -1.644 -0.840
H 4.172 -0.552 -4.852
O 1.798 0.091 0.776
H 2.149 -0.384 0.010
H 1.541 -0.611 1.390
O -6.679 -2.727 2.913
H -6.586 -3.592 2.494
H -6.035 -2.173 2.453
C 2.124 -1.372 5.196
C 2.606 -0.391 6.219
O 2.960 0.741 5.436
C 2.251 0.669 4.279
O 2.185 1.544 3.470
O 1.619 -0.544 4.161
H 1.340 -2.029 5.584
H 2.938 -1.986 4.792
H 1.821 -0.103 6.924
H 3.467 -0.761 6.779
C -6.656 8.886 -3.165
Cl -7.886 7.639 -3.401
Cl -5.204 8.540 -4.113
H -7.061 9.847 -3.477
H -6.388 8.924 -2.110
Cs 3.805 3.547 -1.501
Ca 2.349 -2.816 3.241
C 5.935 -6.256 5.771
O 5.460 -6.325 4.431
C 6.468 -6.758 3.520
C 6.264 -8.215 3.124
O 6.506 -9.095 4.238
C 5.285 -9.576 4.816
H 5.079 -6.095 6.428
H 6.434 -7.182 6.071
H 6.623 -5.413 5.879
H 7.468 -6.601 3.939
H 6.377 -6.135 2.624
H 6.993 -8.474 2.351
H 5.264 -8.375 2.709
H 4.808 -10.289 4.138
H 4.594 -8.758 5.042
H 5.530 -10.098 5.755
Br 7.162 -10.677 5.323
Cl -1.282 -3.426 -4.789
Mg -6.125 -0.354 -2.075
*
```

- LUMO level (eV) = -7.7170
- frontier orbital gap (eV) = 1.691
- electronic energy (eV) = -204365.234

Mulliken atomic charge list, values in e, 5 entries: -1.481, 0.949, -0.345, -1.111, 0.796


Q: Among the records above, which one has the highest electronic energy?
A: C25H42AsIN6Si2Ti


Q: Among the records above, which one has the highest electronic energy?
A: C25H42AsIN6Si2Ti


Q: Which of these has the lowest electronic energy?
A: C25H42BBrCaCl3CsF7MgNO12


Q: electronic energy of number 2 (C25H42BBrCaCl3CsF7MgNO12)?
A: -204365.234 eV